# 1
The following is a DFT calculation (ωB97M-V/def2-TZVPD) of a 24-piece molecular cluster, C2H51O24 overall.

Geometry as XYZ:
```
77
Properties=species:S:1:pos:R:3:forces:R:3
H 2.442185 -0.807590 1.725874 -0.227 -0.100 0.411
H -3.200214 1.005412 1.099815 -0.566 -0.442 0.734
H -2.192729 -0.703992 -0.884854 1.707 1.411 -0.508
H 0.382514 -3.333186 -0.525500 0.778 -0.725 0.280
H 0.346760 2.351559 3.221345 -0.148 0.080 -0.085
O -1.318270 -3.796174 -0.618860 0.494 -2.681 -1.282
O 3.605180 -0.304723 -3.565913 0.153 -0.714 -0.418
H 2.362834 2.039456 -1.608085 -1.231 0.390 0.008
O 0.643461 2.615349 -1.707139 0.358 -0.096 0.671
H -1.779776 -0.758451 3.015416 0.299 0.263 -0.065
H -1.329910 3.780610 0.259680 -1.795 -2.424 -1.564
H -0.618638 0.297443 3.366721 1.770 0.986 -1.040
H 0.016653 -1.155808 4.266314 -0.497 0.063 -0.077
H -0.044907 -1.322524 -0.870765 0.211 -1.104 -0.177
C -0.352653 0.171416 0.667175 1.376 -1.334 0.946
H 0.261036 -2.419054 1.553088 0.274 -0.473 0.264
H 3.186640 0.106550 -1.120598 0.528 -0.804 0.103
H -4.360853 0.012643 1.262915 0.007 0.127 0.109
O 0.614697 1.451465 3.430384 -1.449 0.730 0.877
H 0.821235 -1.925660 -3.061045 0.270 0.130 -0.339
O -2.783079 -1.413944 -0.645484 0.420 -1.111 1.605
O 0.810502 -1.674457 4.387510 1.286 -0.340 -0.007
O -2.079594 2.660199 2.648772 2.004 1.147 1.819
H 2.836477 -1.294103 -0.535085 -2.026 -2.222 -0.323
H -3.456203 -2.187237 2.246232 -1.147 -0.448 0.798
H 3.212821 0.331454 0.861496 0.415 -1.011 -2.141
H 0.860319 1.440023 -4.333523 0.677 1.851 0.008
H -1.872572 0.567280 -2.964902 1.573 0.002 2.862
H -2.722593 -1.513240 1.175938 -0.065 0.791 -1.533
O 1.365896 -3.274592 -0.391322 -0.129 0.058 -0.306
H 3.811131 1.353097 1.754961 0.069 -0.022 0.278
O -1.001164 0.416649 -1.497178 0.353 -0.873 -0.688
H 2.052458 2.426425 1.230762 0.438 -2.077 0.632
O -0.922495 -1.828728 -3.236296 -0.663 -0.480 -0.351
O 3.455700 -0.619232 -0.510560 1.820 2.491 0.465
O -1.361628 -0.171932 3.664163 -2.595 -0.899 1.410
H -3.504480 -1.183147 -1.166728 -2.331 0.058 -1.400
C 0.021058 -0.272378 -0.762538 -1.741 2.993 1.911
H -0.601906 4.186983 1.415570 0.260 0.182 0.471
O 1.725370 -1.915011 -2.696654 -0.250 -0.227 -0.423
H 2.368301 3.660329 0.602308 1.425 1.648 -0.914
O 1.625698 3.168049 0.854317 -1.929 0.483 0.379
O -0.915496 4.528328 0.579053 1.330 2.490 0.970
H -0.407532 0.642655 -4.123414 0.592 -0.045 -0.323
H -1.482617 -2.922543 -0.385578 -1.029 2.442 0.546
H -0.259371 1.225518 0.868526 0.728 0.529 -0.292
H 0.561413 2.856360 -0.766011 0.323 0.741 -0.206
H 3.706692 2.429634 -2.111323 0.618 0.447 -0.422
H -1.644140 -1.727168 -3.894090 1.019 0.248 0.821
O -2.236806 0.675055 -3.811626 -3.224 -0.593 -2.365
O 2.985529 0.882626 1.599965 0.046 1.764 1.689
O -3.689937 0.469555 1.785207 -0.020 0.702 -1.090
H 3.333846 -1.905406 2.249385 -1.041 -0.026 -0.083
H 2.801129 -0.654513 -3.138054 0.129 -0.470 -0.422
H -3.272588 2.131899 -0.755002 -0.902 0.586 -0.410
O 0.547455 0.566774 -4.308490 -0.969 -1.726 0.064
H -1.957447 1.571630 -0.615308 1.663 -0.913 -0.581
O 3.282902 1.753854 -1.600263 0.348 0.010 0.390
H -1.950322 1.745885 2.868573 -0.279 -1.039 0.333
H 1.755925 -3.935496 -0.975754 -0.209 -0.318 0.318
O -2.514123 2.232822 -0.191907 -0.795 0.258 0.576
O -2.583572 -1.948025 1.999701 0.364 -0.690 0.822
H 1.666265 -2.521154 -1.950473 0.063 0.287 0.240
H -2.705200 2.724031 1.975909 -1.500 0.031 -1.673
H 0.266340 1.725461 -1.628177 -0.741 -0.309 -0.931
H -0.881248 -1.039200 -2.653270 -0.493 0.102 -0.531
H 1.023051 0.098685 -0.964583 0.130 -0.335 -0.490
H -3.055942 0.112056 -3.741660 1.190 0.973 -0.492
H -1.168026 -2.702908 1.943164 -0.969 0.256 0.336
H -1.713000 -4.330741 0.071600 0.260 0.026 0.332
O -0.304935 -3.082656 1.971484 1.515 -0.507 -0.371
H -1.401781 0.060764 0.811312 -0.734 -0.678 0.188
H 0.167330 -0.376372 1.491973 -0.277 0.438 -0.618
O 2.386427 -1.695793 2.090461 1.108 -0.533 -0.040
H 1.475930 1.351619 3.101638 1.969 -0.438 -0.764
H 3.587725 0.601591 -3.319196 0.126 1.079 0.230
H 1.270862 -1.712059 3.518501 -0.516 -0.064 0.848
```
Positions in Å, forces in eV/Å.

## Properties
- HOMO-LUMO gap (eV) = 8.5
- net charge = -1

Atom charges from the Mulliken analysis, given in e for atoms 1 to 6: H 0.19; H 0.19; H 0.06; H 0.45; H 0.33; O -0.67

***

# 2
The following is a DFT calculation (ωB97M-V/def2-TZVPD) of C44H33BrClF5N2O2P2Pt as an isolated structure.

Geometry as XYZ:
```
91
Properties=species:S:1:pos:R:3:forces:R:3
C 2.522570 -1.160674 0.517528 0.782 1.169 -0.728
P -0.370431 2.052892 -1.041834 -1.274 0.027 0.535
H -1.227775 4.357464 0.569472 -0.022 0.022 -0.024
C 0.037971 2.568272 -2.721013 0.441 -0.157 -0.032
C 0.291346 4.425856 -4.249544 0.000 -0.043 0.015
H 0.053908 5.939106 1.943369 -0.010 0.011 0.009
C 1.923904 4.929278 1.661521 0.078 -0.044 0.020
C 1.501595 -4.363041 -1.109844 -0.326 -0.207 -0.124
H -0.439796 2.256859 2.097975 0.011 -0.004 0.039
C 4.357658 0.211658 -1.117522 -1.205 0.425 -0.656
C -0.310016 0.361466 5.452128 0.043 0.058 -0.021
C 2.995888 0.277758 -1.328722 1.993 0.307 -0.515
H -0.295019 -6.713293 -2.768864 -0.030 -0.025 -0.017
C 1.602943 -7.029853 -1.817600 0.004 0.093 0.019
C -0.426550 1.717868 3.029424 0.169 0.021 0.199
C -2.847644 3.135486 -1.802704 -0.011 -0.040 -0.034
C 0.494437 3.144316 0.091253 0.462 -0.131 -0.127
H 0.009541 -1.411045 4.301602 -0.020 -0.013 0.001
C 0.338485 1.713186 -3.773578 0.078 0.069 0.057
H -2.783094 -0.954399 1.797656 -0.018 0.019 -0.001
C -0.194748 0.346461 3.054150 -0.369 0.753 -0.548
C 4.819222 -0.365205 0.089403 -0.413 -0.437 0.451
C 0.041741 3.942018 -2.977864 -0.036 0.072 0.043
C 0.585475 2.176006 -5.052550 -0.007 0.018 0.009
C 2.609909 -5.138284 -0.752876 0.017 0.007 -0.012
C -1.964483 -0.589520 -1.427997 -0.819 -0.071 0.348
H 2.622604 0.858867 -2.163842 -0.023 -0.113 -0.008
H 2.386091 2.143660 -0.187627 0.030 0.088 0.045
O 2.465147 -2.550158 -0.034589 -0.921 -0.641 -0.140
Br 1.662652 -8.841145 -2.275284 0.008 -0.116 -0.035
H -0.742357 -5.423043 2.363950 0.018 -0.018 0.022
C 2.658862 -6.471736 -1.102144 -0.070 0.014 -0.047
N 1.665730 -1.063750 1.649624 -0.728 -0.109 -0.108
C 0.560270 5.102628 1.481335 -0.121 -0.023 -0.003
H 5.863761 -0.296029 0.358538 0.027 -0.008 0.044
C -0.614454 2.406742 4.218285 0.027 -0.049 -0.042
C -4.168171 3.493680 -1.571014 0.043 -0.013 0.046
F -1.451800 -2.353030 -2.967087 0.090 0.005 0.014
C 0.505572 -6.265317 -2.200133 0.066 0.024 0.027
H -4.726345 4.007059 -2.340364 -0.016 0.004 -0.040
H 5.025694 0.669320 -1.828895 0.018 0.045 0.010
H 3.505237 -7.081791 -0.824128 0.026 -0.016 -0.005
H -2.396885 3.368882 -2.755577 -0.038 -0.011 -0.052
H 3.644694 3.728493 1.202609 0.023 -0.023 -0.008
C -3.137312 -3.034716 2.123727 0.019 -0.012 -0.013
C -2.332877 -1.931935 1.901792 -0.051 -0.013 0.192
C -4.044056 2.540033 0.632170 -0.041 -0.021 -0.025
H -0.167367 4.636950 -2.173052 0.028 -0.012 0.003
C 3.945440 -0.972881 0.920054 0.154 -0.002 -0.221
F -2.270861 0.233857 -2.484438 0.057 -0.264 0.244
H -0.799657 3.471647 4.199725 -0.009 0.026 -0.016
H -0.388390 -4.330712 -2.129548 -0.078 0.026 0.008
H 0.702314 -3.467957 1.980522 -0.014 -0.001 -0.046
C -0.139028 -0.338383 4.271238 -0.102 -0.259 -0.062
H -2.182257 1.660924 1.174836 -0.041 -0.066 0.019
H -4.210629 -2.918878 2.165983 -0.034 0.015 0.034
C 1.869843 2.971389 0.277912 -0.047 -0.042 -0.007
H 2.479460 5.629999 2.269499 0.008 0.020 0.010
N 2.085675 -0.276577 -0.522949 -0.970 0.049 1.208
C -2.565105 -4.291209 2.282126 0.018 0.041 -0.012
F -2.166575 -2.946870 -0.997713 0.036 0.014 0.050
C -0.558136 1.728537 5.425429 0.005 -0.009 0.019
C -0.948580 -2.089008 1.832060 -0.130 0.236 -0.162
C 2.581192 3.861030 1.062292 -0.082 0.067 0.060
C 0.555782 3.542649 -5.286621 -0.001 -0.039 0.020
Cl 0.522846 -0.009784 -3.524706 -0.354 -0.262 0.750
H 4.254002 -1.431174 1.849607 0.007 0.032 0.081
C -0.374465 -3.346415 2.003405 0.145 -0.102 -0.101
F -3.517261 -2.055533 -2.413593 0.113 0.014 0.003
H 0.760282 3.914220 -6.280667 -0.018 0.004 -0.028
O 0.370822 -2.292483 -0.882852 -0.283 -0.262 -0.097
H -5.797592 3.468646 -0.182439 -0.035 0.024 0.017
C 0.455992 -4.933799 -1.841403 0.094 -0.022 0.043
C -1.186187 -4.446873 2.228653 0.009 0.078 0.004
H -0.711219 2.263676 6.351932 0.006 0.010 0.032
C -2.266115 -2.032682 -1.956779 -0.330 0.296 -0.119
C -2.122400 2.470268 -0.819109 0.158 0.151 -0.007
H 3.432060 -4.698889 -0.207379 -0.018 0.013 0.034
Pt -0.023543 -0.230352 -0.818043 2.069 -0.009 -0.213
H -3.196473 -5.150462 2.459782 -0.018 -0.026 -0.013
H 0.281316 5.491078 -4.428827 0.008 0.026 -0.004
C -4.766789 3.195997 -0.357195 0.031 -0.017 -0.008
H 0.810963 1.479326 -5.846218 0.025 -0.020 -0.043
C 1.395291 -2.978349 -0.675430 1.238 0.111 0.363
H -4.511440 2.301359 1.577253 -0.001 0.005 0.037
C -0.165163 4.212194 0.702033 0.082 0.147 -0.104
H -0.264938 -0.163865 6.395556 0.002 -0.027 0.008
H 2.105947 -1.122298 2.558238 -0.011 0.182 -0.030
C -2.731809 2.176218 0.399457 0.061 0.096 0.019
F -2.921706 -0.388371 -0.473988 0.200 -0.020 -0.349
P 0.065395 -0.633532 1.571085 0.116 -1.113 -0.200
```
Positions in Å, forces in eV/Å.

## Properties
- HOMO-LUMO gap (eV) = 4.6
- net charge = +2

Atom charges from the Mulliken analysis, given in e for atoms 1 to 6: C 0.10; P 2.00; H 0.49; C -0.36; C -0.80; H 0.52

***

# 3
The following is a DFT calculation (ωB97M-V/def2-TZVPD) of a 6-piece molecular cluster, C35H38ClN5O12P overall.

Geometry as XYZ:
```
92
Properties=species:S:1:pos:R:3:forces:R:3
C -3.183356 1.091581 -5.128590 -0.165 0.067 -0.087
H -1.424810 1.003998 -1.685187 0.024 -0.106 -0.003
C 3.523843 -2.241810 -5.599601 0.063 -0.050 -0.146
C -6.230818 3.315572 -7.644089 -0.012 -0.137 -0.066
P -0.997295 -2.536998 0.549891 -0.272 -2.344 -0.842
H 1.640948 0.172658 -0.738531 -0.317 0.342 0.630
N 3.564514 -3.476359 -3.472860 -0.012 -0.138 0.202
O -0.307875 -0.816056 -5.935381 0.023 -0.042 -0.042
H 5.322047 -2.905615 5.081615 -0.183 0.077 -0.079
N -1.354312 -0.228701 -6.114629 0.050 -0.068 -0.031
H 0.099510 0.923202 9.385570 0.129 -0.139 0.036
H -0.411876 -3.609082 -0.243363 -0.060 -0.082 -0.093
H 0.939781 -1.041525 1.870446 0.083 0.041 -0.636
H 2.385398 0.873504 -6.277445 -0.033 -0.046 0.024
H -6.390787 2.246857 -7.599802 -0.022 0.067 0.182
C 3.218330 -1.102143 -6.328738 -0.049 0.098 0.182
C -5.942638 3.916570 -8.861115 0.004 0.180 0.109
O 4.129867 -4.383770 -4.054484 0.100 -0.124 -0.195
H 3.996014 -3.080678 -6.092081 -0.027 -0.054 0.196
O -1.926113 -0.159972 -7.186659 -0.078 0.037 -0.167
C 5.605565 -0.721913 7.652749 0.008 -0.030 -0.038
H 4.505726 -1.460562 1.008230 -0.556 0.148 -0.245
H 3.453817 -1.057593 -7.384433 -0.016 -0.044 0.031
C -2.091686 -1.138170 7.837089 -0.003 -0.001 0.020
C 0.531216 -0.564459 0.955213 -0.694 1.278 -0.743
C -3.138527 1.672749 -2.793439 0.071 -0.021 -0.082
H -0.074194 -2.949818 1.598622 -0.057 0.592 0.245
C -5.809120 6.065319 -7.776962 -0.025 -0.208 -0.074
H 6.243080 -0.507064 8.502081 -0.032 -0.007 -0.032
O 3.274819 -3.491461 -2.299503 -0.010 0.064 0.127
H -1.927952 -3.528500 1.073727 -0.305 0.549 0.034
H 2.930515 -1.812009 0.081290 0.634 0.154 0.340
O -6.731610 4.191591 -4.248846 0.032 0.151 0.110
C -0.328515 0.003874 9.010350 -0.012 0.153 -0.001
C -3.770039 1.707054 -4.032550 0.285 -0.049 0.086
C 5.084525 -2.072768 5.729284 0.104 -0.114 -0.004
C -6.312139 4.101834 -6.502720 0.154 0.309 -0.651
H -0.826993 0.326200 2.490630 0.280 0.113 -0.741
C 0.310353 -1.214900 9.197132 -0.598 0.029 -0.343
H 4.255169 0.895547 8.064738 -0.027 -0.035 -0.027
H -3.029691 -1.107164 7.296332 0.056 -0.004 -0.001
H -0.377326 -0.098300 -3.615083 -0.109 -0.101 -0.111
C 3.220325 -2.283273 -4.246111 -0.187 0.603 -0.391
C -0.867788 -0.032352 1.429911 -0.532 -0.890 0.978
C -1.966815 0.440078 -4.969115 -0.284 0.296 0.529
O 2.046747 -0.205258 10.310796 0.028 0.199 0.060
C -1.448978 -2.353732 8.038464 0.015 0.200 0.060
C 3.413766 -1.302599 0.939959 -1.527 0.539 0.959
O 2.121701 -0.870000 4.206061 -0.107 0.182 0.062
C 2.615454 -0.017371 -5.705159 0.057 -0.003 0.103
H -5.882341 3.315108 -9.758875 0.005 -0.015 0.060
C -1.326092 0.405390 -3.738662 0.144 -0.051 0.054
H 0.254615 -3.345650 8.869768 0.120 0.137 0.059
H 1.837275 0.776248 -3.867031 0.023 -0.050 0.027
N 1.594610 -1.252889 9.894331 0.151 -0.024 -0.008
H -1.887235 -3.267339 7.658801 0.058 0.023 -0.001
C 2.308328 -0.070830 -4.349984 0.210 -0.151 -0.176
H 3.717409 0.737421 0.236198 -0.513 -0.093 0.493
C 2.608267 -1.209291 -3.612565 -0.041 0.103 0.161
H -3.600895 2.150404 -1.938023 0.023 -0.036 -0.026
H -4.718268 2.210811 -4.142405 0.015 -0.086 0.043
O 2.144738 -2.327225 10.009366 0.045 -0.174 0.041
O -6.797888 2.272567 -5.208132 -0.065 -0.131 -0.093
H -5.515325 5.756046 -9.880342 0.005 -0.022 0.041
H 6.780180 -2.397305 7.001586 -0.040 -0.003 -0.038
N -6.638510 3.475236 -5.222866 -0.121 -0.075 0.116
H -2.038283 0.982581 8.166261 0.050 -0.019 0.009
C -1.916555 1.027192 -2.648805 -0.129 0.100 0.009
C 4.487618 0.066403 7.408811 0.112 -0.136 -0.031
H -1.374819 0.760590 0.836913 0.613 -0.403 -0.082
H -3.679895 1.123377 -6.088939 0.142 -0.119 -0.019
C 3.965871 -1.283677 5.501923 0.459 0.140 0.541
C 3.663298 -0.211295 6.328180 -0.110 0.132 0.082
H 2.794164 0.406215 6.145814 -0.008 -0.148 -0.152
H -5.643681 7.133516 -7.832376 -0.004 -0.037 0.043
H 3.127453 0.708730 1.913737 -0.239 -0.397 -0.383
H -1.854467 -2.231412 -0.589068 -0.050 0.298 0.242
Cl 1.041050 2.175871 0.404787 0.338 -0.302 0.058
O 0.248297 -1.473681 -0.089508 0.207 0.735 1.190
H 2.931309 -1.735448 1.855749 0.630 0.136 -1.204
O 3.346633 -2.554173 3.693000 0.182 -0.294 0.410
H 2.365549 -1.245404 -2.557419 0.018 -0.207 -0.031
H -6.158006 6.082771 -5.665716 -0.037 -0.189 0.059
C -0.241669 -2.396595 8.720926 -0.001 -0.151 -0.028
C 5.906930 -1.786633 6.811098 -0.171 0.179 0.029
C 1.566246 0.430622 0.337666 0.741 -1.093 0.452
N 3.079131 -1.592692 4.380864 -0.198 -0.121 -0.190
C 3.005986 0.219023 0.926438 0.549 0.349 -0.968
O -1.694133 -1.210370 1.474217 0.961 0.629 -0.319
C -1.534205 0.038029 8.324657 0.041 -0.212 0.011
C -5.735064 5.289126 -8.927656 -0.008 -0.008 0.024
C -6.099402 5.472420 -6.556420 0.004 0.152 0.062
```
Positions in Å, forces in eV/Å.

## Properties
- HOMO-LUMO gap (eV) = 4.4
- net charge = -1

Atom charges from the Mulliken analysis, given in e for atoms 1 to 6: C -0.55; H 0.33; C -0.44; C -0.20; P -0.30; H -0.72

***

no.,highest occupied orbital energy (eV),energy (a.u.)
1,-6.8,-1912.60839
2,-12.5,-6291.59325
3,-3.8,-3334.22199